Record 1
C27H44O3PW | the ωB97M-V functional and the def2-TZVPD basis

Computed properties:
**DFT total energy**: -1688.8481 a.u.
**<S²>**: 2.06
**Largest force on an atom**: 0.1626 Eh/bohr
**Relative energy (zero: lowest compared OMol25 entry of this formula, charge and spin)**: 113.0 kcal/mol
**Net charge**: +1
**Highest occupied orbital energy (alpha / beta)**: -10.1 / -10.4 eV
**Orbital gap (alpha / beta)**: 0.22333 / 0.22538 hartree
**2S+1**: 3

```
76
Properties=species:S:1:pos:R:3:forces:R:3
C 1.30312 -1.66167 -0.34642 0.869 -1.103 0.093
C 1.87799 -1.09744 -1.53443 0.595 -1.527 -0.647
C 1.03668 -1.43638 -2.64839 1.166 -1.261 -0.017
C -0.01030 -2.30028 -2.15940 0.455 -0.986 -0.041
C 0.19618 -2.48209 -0.74527 0.076 -1.249 -0.217
W -0.21535 -0.40958 -1.16960 -1.973 8.086 0.772
C -2.72832 1.37545 -1.09670 3.347 0.885 -1.481
C -2.11949 0.67376 -0.04068 -1.057 -0.462 -1.149
H -1.76944 1.18373 0.87198 -0.329 -0.137 -0.496
C -2.00981 -0.80483 -0.12674 -0.543 0.031 1.081
H -2.78433 -1.29236 -0.76234 0.607 0.165 0.634
H -1.83811 -1.24923 0.86172 -0.409 -0.033 -0.374
C -2.90027 2.93106 -1.06548 -0.290 -1.355 0.105
H -2.21436 3.44408 -0.35757 -0.690 -0.541 -0.189
H -2.83495 3.44250 -2.05895 -0.104 -0.767 0.750
H -3.92348 2.97304 -0.69837 -0.303 0.806 0.082
C -2.99557 0.69501 -2.50698 0.257 0.688 1.072
H -2.27414 -0.10925 -2.82109 -0.666 0.617 0.601
H -3.97018 0.26669 -2.31206 -0.485 -0.399 -0.797
H -3.01181 1.43301 -3.35229 -0.221 -0.564 1.077
C 3.29915 -0.63597 -1.62412 0.051 0.471 0.045
H 3.57498 -0.02690 -0.75840 0.012 -0.086 -0.229
H 3.95583 -1.51822 -1.63771 -0.282 0.094 0.007
H 3.48973 -0.06115 -2.53388 -0.041 -0.103 0.224
C 1.38873 -1.24444 -4.09495 -0.032 0.355 -0.060
H 1.78356 -0.23990 -4.27673 -0.073 -0.297 0.003
H 2.15553 -1.97354 -4.39738 -0.234 0.132 0.170
H 0.51485 -1.38526 -4.73707 0.165 0.058 0.059
C -1.09302 -2.92144 -2.98610 -0.202 -0.134 -0.023
H -1.11858 -2.48845 -3.99084 -0.005 -0.106 0.192
H -0.93743 -4.00268 -3.08418 -0.021 0.173 -0.012
H -2.07943 -2.76773 -2.52982 0.169 -0.125 -0.098
C -0.58910 -3.38787 0.14800 -0.041 -0.117 0.100
H -1.64504 -3.42604 -0.13931 0.205 -0.060 0.060
H -0.18605 -4.40559 0.09614 -0.026 0.138 0.007
H -0.52383 -3.05129 1.18809 -0.035 -0.116 -0.150
C 1.84904 -1.50581 1.04511 0.027 0.012 0.076
H 1.04436 -1.34812 1.77810 0.258 -0.087 -0.160
H 2.42123 -2.40376 1.32256 -0.149 0.221 -0.010
H 2.51072 -0.63153 1.10860 -0.251 -0.271 -0.018
C 1.00422 1.31862 -0.65202 -0.444 4.714 -3.913
C -0.14513 1.99519 -1.60663 2.304 -2.085 -3.383
C 2.25023 2.24480 -1.24137 -2.002 -2.914 1.719
C 0.02351 1.95612 -3.20530 6.161 0.328 5.610
H -0.83259 2.78570 -1.36684 -0.215 -0.803 0.912
C 2.39958 2.32820 -2.68324 0.373 0.349 6.259
H 2.93661 2.58193 -0.29725 -1.107 -0.855 -3.103
C 1.41882 2.05440 -3.56223 -4.170 -0.505 -1.563
H -0.72201 1.87680 -3.89154 -2.186 0.218 -1.639
H 3.40213 2.51656 -2.87403 1.537 0.788 -1.276
H 1.69184 2.06510 -4.59985 -0.027 -0.208 -0.506
C -0.03920 -1.94321 5.13017 0.219 -0.036 0.244
C -1.11014 -1.00392 4.64483 -0.031 0.274 -0.172
O -0.63036 -0.24010 3.50543 0.489 0.496 -0.055
P -0.30984 1.36987 3.43601 0.098 0.536 0.483
O -0.07949 1.73780 5.03651 -0.219 0.010 -0.277
C -0.70814 2.91096 5.63512 0.167 -0.194 -0.393
C -2.21431 2.79756 5.69023 -0.132 0.031 0.064
O 1.25720 1.39597 2.90314 -0.374 -0.342 0.383
C 2.04153 2.61844 2.97355 -0.124 -0.494 0.199
C 1.40773 3.78966 2.25905 -0.031 0.171 -0.121
H 0.34931 -2.56222 4.31229 -0.075 0.141 0.166
H -0.46563 -2.60235 5.89428 0.115 0.040 -0.084
H 0.78425 -1.37696 5.58369 -0.126 -0.185 -0.165
H -1.98455 -1.55826 4.28638 0.121 0.141 0.005
H -1.43392 -0.32896 5.44761 0.115 -0.095 -0.254
H -0.29356 2.99783 6.64581 0.040 -0.137 -0.301
H -0.42045 3.81025 5.06946 0.022 -0.218 0.131
H -2.65604 2.80425 4.68745 0.072 -0.065 0.182
H -2.52466 1.89228 6.22228 0.051 0.112 -0.109
H -2.60282 3.65950 6.23921 -0.063 -0.066 -0.052
H 2.23802 2.85875 4.02794 -0.101 -0.117 -0.202
H 3.00176 2.36646 2.50725 -0.212 -0.030 0.123
H 0.45643 4.08431 2.71956 0.174 -0.051 -0.170
H 2.09213 4.64200 2.32043 -0.106 -0.044 -0.018
H 1.24775 3.55641 1.19910 -0.110 0.048 0.234
```
Forces are in eV/Å.

***

Record 2
C27H45BrClO13P2 | the ωB97M-V functional and the def2-TZVPD basis

Computed properties:
**DFT total energy**: -5750.6770 a.u.
**Largest force on an atom**: 0.0495 Eh/bohr
**Relative energy (zero: lowest compared OMol25 entry of this formula, charge and spin)**: 22.6 kcal/mol
**Net charge**: +1
**Highest occupied orbital energy**: -11.0 eV
**Orbital gap**: 0.25147 hartree

```
89
Properties=species:S:1:pos:R:3:forces:R:3
C 3.56949 1.28759 -3.24758 -0.123 -0.045 -0.947
C 2.45469 0.58219 -4.10032 0.774 -0.020 1.244
C 3.10521 -0.68750 -4.73366 -0.394 0.050 -0.176
Br 2.63146 -2.37641 -3.82005 0.227 0.669 -0.287
P 2.74150 -0.90997 -6.54963 -0.889 0.116 1.660
P 4.40473 -0.08571 -7.75345 1.826 0.919 -1.514
O 5.43997 0.76385 -6.75593 -1.967 -0.312 -0.608
Cl 3.43131 1.41322 -8.85364 0.533 -0.859 1.228
H 4.25606 1.83206 -3.92814 -0.367 -0.074 0.396
H 4.17356 0.53971 -2.70671 -0.482 0.334 0.008
H 3.09780 1.96942 -2.52859 0.392 -0.174 -0.242
H 2.01221 1.28262 -4.82683 0.173 -0.388 0.098
H 1.67984 0.28676 -3.37042 0.098 -0.088 -0.716
H 4.20119 -0.57259 -4.63705 -0.521 -0.335 -0.144
H 2.73324 -2.31525 -6.78966 0.010 0.687 -0.159
H 1.46050 -0.39131 -6.87485 0.336 -0.284 0.138
H 5.85932 0.19637 -6.09832 0.305 -0.110 0.030
O 3.12999 0.44666 -0.39007 0.004 0.139 -0.232
C 2.20701 1.05344 0.08188 0.220 -0.209 0.364
O 1.90879 2.32675 -0.26359 0.156 -0.251 -0.179
C 0.81994 2.80715 0.55489 -0.334 0.349 0.313
C 0.11328 1.55887 1.04310 -0.155 0.037 -0.008
C 1.25536 0.56200 1.14482 -0.496 0.127 -0.134
H 1.23377 3.39610 1.37524 -0.015 -0.079 -0.163
H 0.16803 3.44370 -0.04189 0.217 -0.009 -0.151
H -0.42447 1.70735 1.97635 0.065 0.078 -0.023
H -0.60253 1.21793 0.29356 -0.009 -0.003 0.081
H 1.75566 0.60995 2.11486 0.070 -0.101 -0.046
H 0.92788 -0.45387 0.93578 0.228 -0.066 0.134
O -1.98334 -1.10617 -5.35391 0.452 0.076 0.134
C -1.54739 -2.05400 -5.93023 -0.846 0.427 -0.042
O -0.21377 -2.32716 -6.01036 0.353 -0.002 -0.073
C -0.00801 -3.46964 -6.86170 0.165 -0.252 -0.104
C -1.32961 -4.21356 -6.85791 -0.198 -0.279 -0.128
C -2.33617 -3.08282 -6.70032 0.302 -0.530 0.073
H 0.26680 -3.11527 -7.86101 -0.064 -0.002 0.003
H 0.80671 -4.07668 -6.46507 0.032 0.179 0.100
H -1.48266 -4.82119 -7.74840 0.078 0.044 0.011
H -1.38000 -4.87279 -5.98892 0.052 0.015 -0.048
H -2.62602 -2.65686 -7.66260 -0.096 0.060 0.079
H -3.21551 -3.39369 -6.14274 -0.107 0.271 -0.092
O 0.71558 5.76857 4.05815 -0.102 -0.200 -0.338
C 1.85098 5.45824 3.86093 -0.354 0.259 0.577
O 2.21571 4.48727 2.98115 0.091 0.043 0.020
C 3.63688 4.27747 3.05467 0.292 -0.154 -0.104
C 4.19820 5.56007 3.63785 0.269 0.183 0.109
C 3.06969 6.02050 4.54924 0.459 0.033 -0.376
H 3.82784 3.41105 3.69381 -0.034 0.036 0.005
H 4.02578 4.07231 2.05778 -0.217 -0.074 -0.020
H 5.14977 5.41916 4.14863 -0.037 -0.070 -0.037
H 4.34930 6.29336 2.84249 0.011 -0.056 0.014
H 3.14475 5.58257 5.54619 -0.095 0.086 0.022
H 3.01319 7.10393 4.61393 -0.203 -0.061 0.226
O -1.98703 -0.30523 1.81575 0.008 -0.146 -0.561
C -2.94221 0.41859 1.87056 0.133 0.022 0.512
O -3.61927 0.84820 0.78061 0.214 -0.201 -0.020
C -4.63627 1.78344 1.18413 -0.336 0.258 -0.013
C -4.89519 1.47965 2.64630 -0.218 0.080 0.269
C -3.53020 1.01191 3.12326 -0.516 0.030 0.049
H -4.25734 2.79731 1.02997 0.041 -0.054 -0.009
H -5.52286 1.64243 0.56812 0.177 -0.087 -0.144
H -5.28870 2.33096 3.19992 0.031 0.019 -0.086
H -5.61260 0.66107 2.73372 0.052 0.016 -0.003
H -2.90396 1.84637 3.45113 0.060 -0.068 0.026
H -3.61148 0.26340 3.90798 0.280 0.037 0.003
O -2.37718 -0.22726 6.63020 0.181 0.201 0.228
C -1.34711 -0.41614 6.05324 -0.551 -0.070 -0.195
O -0.18306 0.20413 6.38208 0.015 0.016 0.062
C 0.83445 -0.14989 5.43539 0.260 0.003 -0.050
C 0.37158 -1.45659 4.82070 0.063 -0.277 -0.250
C -1.14123 -1.30948 4.85648 0.515 -0.195 0.141
H 0.91432 0.65286 4.69519 -0.038 -0.006 0.009
H 1.78934 -0.24967 5.95021 -0.102 0.152 0.128
H 0.77478 -1.63028 3.82247 0.003 0.078 0.023
H 0.67520 -2.29279 5.45542 0.044 0.056 -0.019
H -1.51909 -0.80384 3.96618 -0.080 -0.165 0.017
H -1.63734 -2.26621 4.99224 -0.289 0.188 -0.088
O -4.32639 -2.04116 3.20157 0.403 0.022 0.091
C -3.84407 -2.99195 2.65482 -0.345 0.324 -0.152
O -2.50924 -3.22716 2.58017 -0.259 -0.013 0.158
C -2.27029 -4.38791 1.76911 0.250 -0.180 -0.137
C -3.56599 -5.17265 1.79848 -0.183 -0.308 -0.102
C -4.60354 -4.06883 1.91944 0.180 -0.509 0.091
H -2.00764 -4.05702 0.76049 -0.021 0.040 0.039
H -1.43638 -4.95317 2.18294 0.047 0.211 0.071
H -3.70111 -5.81381 0.92811 0.071 0.043 0.007
H -3.59668 -5.80463 2.68878 0.027 0.015 -0.044
H -4.90672 -3.68252 0.94441 -0.082 0.063 0.070
H -5.47302 -4.38788 2.48864 -0.120 0.275 -0.099
```
Forces are in eV/Å.

***

Record 3
C27H45Cl2PPdS | the ωB97M-V functional and the def2-TZVPD basis

Computed properties:
**DFT total energy**: -2843.4971 a.u.
**<S²>**: 6.05
**Largest force on an atom**: 0.0252 Eh/bohr
**Relative energy (zero: lowest compared OMol25 entry of this formula, charge and spin)**: 33.7 kcal/mol
**Net charge**: 0
**Highest occupied orbital energy (alpha / beta)**: -5.8 / -7.5 eV
**Orbital gap (alpha / beta)**: 0.22562 / 0.20395 hartree
**2S+1**: 5

```
77
Properties=species:S:1:pos:R:3:forces:R:3
P -0.25762 1.22673 -3.63842 0.198 -0.248 1.012
C -1.86162 0.39701 -3.42431 -0.267 0.056 0.273
C -2.70393 1.08617 -4.53810 -0.089 -0.105 -0.282
C -4.09366 0.47761 -4.76539 0.019 0.118 0.275
C -4.04869 -1.04487 -4.87860 0.249 0.046 0.083
C -3.31720 -1.66981 -3.68076 -0.200 0.238 -0.055
C -1.88764 -1.14218 -3.51773 0.317 -0.012 -0.244
C 1.30611 0.36032 -3.92608 0.319 -0.140 0.173
C 1.51166 0.54774 -5.44659 0.325 -0.182 -0.151
C 2.85950 -0.01228 -5.90911 -0.047 0.164 0.118
C 3.03914 -1.46636 -5.48090 -0.234 -0.130 0.162
C 2.76515 -1.68618 -3.97944 0.214 0.236 0.000
C 1.42499 -1.11404 -3.49014 -0.242 -0.108 -0.021
C -0.11996 2.88477 -2.88670 0.011 0.489 -0.273
C -1.23161 3.24772 -1.88753 -0.122 -0.216 0.340
C -1.18781 4.75310 -1.59335 0.070 0.071 -0.443
C 0.19678 5.28486 -1.19832 0.131 -0.263 0.298
C 1.36179 4.72239 -2.02588 -0.190 -0.084 -0.437
C 1.27004 3.21098 -2.30315 0.167 -0.133 0.256
H -2.16025 0.66329 -2.39178 -0.193 0.098 -0.356
H -2.13512 0.98498 -5.47958 -0.162 0.010 0.161
H -2.78690 2.16940 -4.35156 0.018 -0.308 0.007
H -4.51288 0.91670 -5.67765 -0.002 -0.033 0.152
H -4.74651 0.76830 -3.93535 -0.009 -0.056 -0.026
H -5.06674 -1.44552 -4.95822 0.206 0.050 0.012
H -3.52007 -1.31059 -5.80343 -0.053 -0.058 0.046
H -3.88026 -1.44253 -2.76738 0.029 -0.103 -0.034
H -3.29065 -2.75838 -3.79852 0.039 0.140 0.134
H -1.42873 -1.56460 -2.60901 -0.073 0.136 -0.327
H -1.29110 -1.47228 -4.38436 -0.228 0.048 0.183
H 2.06514 0.90541 -3.33264 -0.288 -0.015 -0.359
H 3.66251 0.60228 -5.48701 -0.026 -0.019 0.006
H 1.40977 1.60756 -5.72280 0.103 -0.197 0.028
H 0.70674 0.00918 -5.96889 0.051 0.069 0.054
H 2.92098 0.08198 -6.99792 0.077 -0.033 0.093
H 4.05634 -1.79800 -5.72175 -0.195 -0.003 0.039
H 2.35063 -2.08840 -6.06660 0.047 -0.006 0.031
H 2.80619 -2.75926 -3.75247 0.005 0.251 0.039
H 3.56514 -1.19726 -3.40617 -0.061 -0.136 -0.020
H 1.36023 -1.16444 -2.38806 0.021 -0.061 -0.424
H 0.59944 -1.70784 -3.90700 0.308 0.146 0.098
H -0.25804 3.52059 -3.79068 0.049 -0.014 0.350
H -2.22167 3.00461 -2.29719 0.164 0.030 0.082
H -1.13213 2.64757 -0.96471 0.106 0.235 -0.414
H -1.51509 5.26783 -2.50678 0.005 0.048 0.050
H -1.92176 5.00320 -0.81753 0.153 -0.100 -0.129
H 0.37597 5.03673 -0.14455 -0.031 0.097 -0.101
H 0.19799 6.37810 -1.29944 0.008 -0.200 0.221
H 2.32328 4.95419 -1.54651 -0.272 -0.081 -0.084
H 1.37224 5.21847 -3.00709 0.028 0.059 0.101
H 2.06410 2.94488 -3.01702 -0.169 0.092 0.176
H 1.45061 2.61248 -1.38886 -0.194 0.257 -0.419
Pd 0.27699 -0.22258 1.11710 0.421 1.051 -0.070
Cl 2.16901 0.63241 -0.05446 0.771 0.186 -0.529
Cl -1.81314 0.71960 0.40449 -0.657 0.363 0.197
C -0.31057 -1.92664 0.28844 -0.775 -0.917 -0.483
H -1.39631 -1.91426 0.02819 0.847 -0.260 0.278
C 0.44859 -3.09643 0.05905 -0.734 0.530 0.006
C 1.87591 -3.09409 0.09921 -0.599 -0.452 -0.050
C 2.53004 -4.30484 -0.05120 -0.058 -0.118 0.092
C 1.80377 -5.50018 -0.18164 -0.006 -0.029 -0.142
C 0.40182 -5.48402 -0.29296 0.142 -0.133 -0.006
C -0.28537 -4.29495 -0.20462 0.791 0.196 0.001
H 2.39121 -2.13847 0.23369 -0.095 -0.373 -0.088
H 3.61826 -4.32872 -0.06500 -0.161 -0.078 0.110
H -0.14891 -6.40919 -0.45374 0.189 0.071 0.058
H -1.36927 -4.22188 -0.30201 0.288 -0.140 0.076
H 2.32681 -6.45388 -0.21017 -0.046 0.203 -0.108
C -0.73826 -1.04803 4.13323 -0.112 0.155 0.696
S 0.64604 -0.04961 3.52677 -0.328 -0.307 -0.444
C 2.03688 -1.20569 3.62788 -0.073 -0.047 0.440
H -1.64427 -0.76275 3.58543 0.348 -0.068 0.064
H -0.86285 -0.80513 5.19359 -0.139 -0.202 -0.136
H -0.55278 -2.12016 4.03271 0.052 0.211 -0.219
H 2.89623 -0.77434 3.10314 -0.319 -0.021 0.030
H 2.28463 -1.33655 4.68544 0.081 -0.081 -0.175
H 1.75622 -2.16234 3.18341 0.082 0.125 -0.055
```
Forces are in eV/Å.